ORCA calculation (ωB97M-V/def2-TZVPD) on C23H51N3O3P4Re as an isolated structure at a distorted geometry.

Summary:
E_HOMO (alpha / beta) in eV: -17.5 / -17.4
Total charge: +4
Orbital gap (alpha / beta) in hartree: 0.1833 / 0.1309
Multiplicity: 4

The geometry in XYZ format:
```
85
Properties=species:S:1:pos:R:3:lowdin_spin:R:1
P 3.442 -1.654 -0.457 0.611
C 4.168 -1.264 1.192 0.088
H 5.013 -1.924 1.407 0.010
H 3.402 -1.373 1.966 0.009
H 4.507 -0.225 1.219 0.009
C 4.704 -2.872 -1.037 0.090
H 5.317 -2.452 -1.840 0.010
H 4.168 -3.750 -1.417 0.007
H 5.346 -3.192 -0.213 0.007
C 3.914 -0.170 -1.442 0.093
H 4.720 -0.404 -2.143 0.009
H 4.227 0.657 -0.799 0.006
H 3.038 0.160 -2.013 0.007
P -1.562 5.271 -1.671 0.613
C -1.785 6.065 -0.070 0.091
H -2.114 7.103 -0.257 0.023
H -0.824 6.045 0.485 0.000
H -2.584 5.501 0.465 0.000
C -0.456 6.262 -2.683 0.091
H -0.501 5.966 -3.746 0.000
H 0.567 6.189 -2.280 0.002
H -0.782 7.306 -2.621 0.024
C -3.136 5.443 -2.522 0.089
H -3.407 6.502 -2.426 0.024
H -3.894 4.826 -2.022 0.002
H -3.046 5.187 -3.586 0.000
P -1.961 -3.156 -0.785 0.634
C -2.598 -2.404 0.770 0.086
H -3.657 -2.630 0.953 0.022
H -2.463 -1.320 0.710 0.000
H -1.999 -2.751 1.626 0.001
C -3.219 -2.488 -1.913 0.098
H -4.186 -2.972 -1.741 0.021
H -2.919 -2.670 -2.955 0.003
H -3.331 -1.404 -1.773 -0.001
C -2.568 -4.912 -0.494 0.094
H -3.643 -4.939 -0.274 0.021
H -2.034 -5.358 0.364 -0.001
H -2.399 -5.546 -1.364 0.000
Re -0.007 0.783 -3.235 0.006
C 0.746 2.103 -1.859 0.009
O 1.038 2.791 -0.980 0.013
C -1.595 1.356 -2.171 0.008
O -2.523 1.694 -1.561 0.011
C -1.398 0.815 -4.730 0.000
C -0.967 -0.514 -4.546 0.000
C 0.401 -0.813 -4.537 0.000
C 1.331 0.216 -4.736 0.000
C 0.907 1.517 -4.980 0.000
C -0.445 1.837 -4.934 0.000
H -2.457 1.039 -4.681 0.000
H -1.669 -1.325 -4.351 0.000
H 0.734 -1.805 -4.329 0.000
H 2.369 -0.026 -4.686 0.000
H 1.641 2.270 -5.214 0.000
H -0.768 2.849 -5.109 0.000
C -0.816 -3.214 3.839 0.001
N -0.058 -2.595 2.753 0.004
C 0.824 -3.501 2.000 0.011
P 0.190 -0.942 2.603 0.002
O 0.091 -0.448 1.192 0.017
N -0.956 -0.177 3.565 0.001
C -1.794 0.866 2.956 0.000
C -0.903 -0.092 5.034 0.000
N 1.750 -0.692 3.249 0.007
C 2.094 0.736 3.419 0.001
C 2.147 -1.480 4.424 0.000
H -1.102 -4.228 3.529 0.000
H -1.731 -2.643 4.043 0.000
H -0.223 -3.300 4.765 0.000
H 0.271 -4.423 1.774 0.001
H 1.130 -3.038 1.049 0.013
H 1.723 -3.768 2.577 0.001
H -2.751 0.891 3.495 0.000
H -1.318 1.859 3.025 0.000
H -1.986 0.636 1.902 0.000
H -1.791 0.460 5.343 0.000
H -0.933 -1.074 5.509 0.000
H -0.022 0.455 5.394 0.000
H 1.571 1.151 4.299 0.000
H 3.177 0.825 3.582 0.000
H 1.825 1.314 2.524 0.000
H 1.525 -1.223 5.294 0.000
H 2.069 -2.554 4.224 0.000
H 3.190 -1.242 4.665 0.000
```

***

ORCA calculation (ωB97M-V/def2-TZVPD) on C11H8N2O7PtS2 as an isolated structure at a distorted geometry.

Summary:
E_HOMO in eV: -0.7
Total charge: -2
Orbital gap in hartree: 0.2072
Energy relative to the best compared isomer or geometry (same formula, charge and spin) in kcal/mol: 29.93
Multiplicity: 1

The geometry in XYZ format:
```
31
Properties=species:S:1:pos:R:3:nbo_charge:R:1
Pt -0.138 -0.435 0.689 0.646
C 1.488 -4.521 -0.843 -0.635
C 0.595 -3.390 -0.401 -0.225
S 1.313 -1.784 -0.371 -0.182
C -0.676 -3.530 -0.023 -0.239
C -1.418 -4.832 0.043 -0.629
S -1.562 -2.076 0.419 -0.124
H 2.463 -4.142 -1.160 0.215
H 1.069 -5.083 -1.683 0.193
H 1.676 -5.241 -0.040 0.198
H -0.859 -5.653 -0.408 0.195
H -2.381 -4.775 -0.478 0.200
H -1.646 -5.119 1.076 0.205
O -0.387 1.374 4.759 -0.733
C -0.291 1.292 3.530 0.771
O -0.291 0.221 2.857 -0.788
C -0.090 2.628 2.786 -0.265
C -0.148 3.761 3.563 -0.134
C -0.015 5.033 3.017 -0.093
C 0.182 5.226 1.669 -0.154
C 0.275 4.108 0.884 -0.114
C 0.143 2.749 1.347 0.512
O 0.163 1.798 0.525 -0.736
N 0.530 4.401 -0.568 0.541
O 0.114 5.466 -1.004 -0.453
O 1.197 3.618 -1.204 -0.361
N -0.075 6.227 3.883 0.540
O 0.036 7.331 3.362 -0.451
O -0.258 6.064 5.080 -0.426
H -0.313 3.618 4.622 0.268
H 0.273 6.209 1.235 0.255
```

***

ORCA calculation (ωB97M-V/def2-TZVPD) on a 10-piece molecular cluster, C42H104O30S6 overall at a distorted geometry.

Summary:
E_HOMO in eV: -9.0
Orbital gap in hartree: 0.3259
Energy relative to the best compared isomer or geometry (same formula, charge and spin) in kcal/mol: 40.10
SMILES string: CCOS(C)(=O)=O.CCOS(C)(=O)=O.CCOS(C)(=O)=O.CCOS(C)(=O)=O.CCOS(C)(=O)=O.CCOS(C)(=O)=O.COCCOCCOC.COCCOCCOC.COCCOCCOC.COCCOCCOC
Multiplicity: 1

The geometry in XYZ format:
```
182
Properties=species:S:1:pos:R:3:mulliken_charge:R:1
O 4.459 1.212 -3.514 -0.552
S 3.490 1.443 -4.567 1.093
O 2.900 0.354 -5.280 -0.640
O 2.355 2.453 -3.988 0.251
C 2.822 3.557 -3.209 -0.116
C 2.312 4.826 -3.849 -1.325
C 4.261 2.537 -5.841 -1.012
H 3.915 3.621 -3.153 0.466
H 2.597 3.490 -2.142 -0.031
H 2.638 5.711 -3.306 0.374
H 1.218 4.759 -3.784 0.315
H 2.449 4.917 -4.925 0.345
H 3.535 2.928 -6.549 0.237
H 5.097 1.970 -6.243 0.465
H 4.684 3.422 -5.363 0.309
O 6.832 -2.567 1.595 -0.652
S 5.936 -2.007 0.610 1.123
O 4.740 -2.711 0.176 -0.326
O 5.536 -0.463 0.966 -0.474
C 4.518 0.142 0.132 -0.667
C 3.164 0.023 0.819 -0.119
C 6.924 -1.775 -0.905 -0.937
H 4.691 -0.094 -0.919 0.438
H 4.883 1.177 0.179 0.321
H 2.871 -1.025 0.761 -0.250
H 2.453 0.655 0.301 -0.068
H 3.303 0.260 1.872 0.603
H 6.175 -1.414 -1.604 0.197
H 7.266 -2.782 -1.113 0.391
H 7.663 -1.038 -0.607 0.388
O -5.197 -6.110 -1.854 -0.666
S -3.898 -5.671 -2.287 1.218
O -3.465 -5.884 -3.649 -0.654
O -3.795 -4.114 -1.941 -0.360
C -3.246 -3.189 -2.888 0.081
C -3.655 -1.824 -2.390 -0.819
C -2.621 -6.310 -1.217 -0.643
H -3.655 -3.397 -3.879 0.719
H -2.174 -3.333 -3.040 -0.138
H -4.742 -1.851 -2.303 0.418
H -3.310 -1.011 -3.031 0.339
H -3.280 -1.588 -1.394 -0.178
H -1.806 -5.614 -1.061 -0.124
H -2.336 -7.346 -1.392 0.421
H -3.208 -6.487 -0.306 0.452
O -1.514 -1.716 8.308 -0.676
S -0.702 -1.158 7.243 1.180
O -0.047 0.120 7.381 -0.619
O 0.433 -2.201 6.863 -0.111
C 1.198 -2.703 7.977 -0.495
C 2.300 -3.645 7.554 -1.128
C -1.592 -1.231 5.735 -0.745
H 0.597 -3.015 8.830 0.451
H 1.737 -1.863 8.438 0.329
H 2.901 -3.229 6.749 0.247
H 1.825 -4.570 7.219 0.315
H 2.896 -3.832 8.445 0.388
H -0.893 -0.963 4.944 -0.005
H -2.387 -0.491 5.778 0.463
H -1.910 -2.267 5.652 0.343
O 0.602 3.517 -6.719 -0.519
S -0.286 2.437 -7.043 1.171
O -1.660 2.682 -7.443 -0.702
O 0.350 1.424 -8.180 -0.370
C 1.603 1.717 -8.808 0.104
C 1.449 2.894 -9.775 -1.107
C -0.432 1.259 -5.679 -0.541
H 1.848 0.890 -9.479 0.357
H 2.427 1.757 -8.097 -0.065
H 0.591 2.789 -10.443 0.333
H 2.375 2.937 -10.347 0.383
H 1.116 3.804 -9.269 0.303
H 0.005 1.735 -4.805 -0.216
H 0.065 0.316 -5.899 0.367
H -1.484 1.011 -5.564 0.477
O -2.682 3.257 2.202 -0.552
S -2.288 3.040 0.847 0.899
O -0.993 2.399 0.690 -0.088
O -3.376 2.111 0.130 -0.359
C -3.031 1.209 -0.968 0.577
C -2.468 1.987 -2.147 -1.012
C -2.385 4.607 -0.075 -1.359
H -3.972 0.761 -1.276 0.569
H -2.391 0.409 -0.604 -0.464
H -2.725 1.416 -3.045 0.438
H -1.383 2.051 -2.149 -0.017
H -2.962 2.947 -2.276 0.366
H -1.660 4.494 -0.874 0.257
H -2.214 5.365 0.681 0.529
H -3.391 4.568 -0.485 0.499
C 2.061 3.503 4.673 -0.101
O 2.461 4.803 4.289 -0.372
C 1.478 5.529 3.544 -0.802
C 0.959 4.875 2.238 0.347
O 1.421 5.438 1.039 -0.353
C 2.789 5.139 0.822 -0.087
C 3.286 5.876 -0.407 -0.293
O 3.464 7.230 -0.074 -0.346
C 4.282 8.069 -0.832 -0.858
H 2.937 2.848 4.726 0.265
H 1.507 2.987 3.884 -0.221
H 1.576 3.379 5.642 0.322
H 2.041 6.411 3.227 0.406
H 0.729 5.926 4.231 0.344
H -0.124 4.760 2.228 0.098
H 1.307 3.832 2.215 -0.057
H 2.822 4.076 0.533 -0.171
H 3.369 5.329 1.726 0.384
H 2.559 5.835 -1.226 0.039
H 4.283 5.485 -0.660 0.540
H 4.647 8.805 -0.111 0.296
H 3.880 8.607 -1.693 0.273
H 5.217 7.568 -1.121 0.326
C -3.914 -0.304 2.720 0.061
O -4.939 0.460 3.360 -0.376
C -5.684 1.380 2.547 0.395
C -6.629 2.111 3.500 -0.721
O -8.012 1.806 3.485 -0.486
C -8.325 0.425 3.689 -0.304
C -8.180 -0.126 5.088 -0.508
O -9.350 0.209 5.839 -0.440
C -9.161 1.217 6.822 -0.584
H -3.216 -0.761 3.415 -0.168
H -3.414 0.539 2.236 -0.031
H -4.341 -1.049 2.043 0.235
H -6.150 0.785 1.758 0.413
H -5.040 2.155 2.118 -0.377
H -6.591 3.198 3.536 0.428
H -6.253 1.797 4.484 0.269
H -7.712 -0.214 3.040 0.178
H -9.328 0.331 3.282 0.446
H -7.316 0.242 5.645 0.357
H -8.171 -1.217 5.055 0.358
H -9.940 1.963 6.978 0.295
H -8.331 1.818 6.434 0.195
H -8.892 0.850 7.815 0.275
C 3.491 -4.569 3.335 -0.427
O 2.899 -5.491 2.488 -0.472
C 2.864 -5.211 1.115 1.259
C 2.178 -6.362 0.376 -1.111
O 1.492 -5.870 -0.733 0.094
C 1.042 -6.755 -1.715 -0.543
C 1.010 -6.032 -3.062 -0.635
O 0.306 -4.792 -2.944 -0.116
C 0.363 -4.068 -4.163 -1.167
H 3.006 -3.583 3.319 0.089
H 4.556 -4.385 3.149 0.270
H 3.460 -4.851 4.388 0.247
H 3.911 -5.177 0.802 0.269
H 2.277 -4.309 0.928 -0.856
H 1.608 -7.119 0.935 0.435
H 2.979 -7.043 0.026 0.350
H 0.031 -7.106 -1.499 0.071
H 1.783 -7.559 -1.795 0.473
H 0.435 -6.676 -3.735 0.334
H 1.998 -5.820 -3.471 0.425
H 1.353 -3.947 -4.605 0.378
H -0.165 -3.120 -4.082 0.281
H -0.258 -4.656 -4.851 0.420
C 0.107 0.158 2.309 -0.512
O -0.736 -0.963 2.412 -0.058
C -0.253 -2.039 1.653 -0.412
C -1.068 -2.248 0.403 1.154
O -0.648 -3.232 -0.525 -0.476
C 0.673 -3.019 -0.998 2.123
C 0.918 -1.842 -1.876 -1.250
O 1.026 -0.601 -1.175 1.211
C 0.995 0.604 -1.896 -0.846
H -0.148 1.041 2.891 0.365
H -0.007 0.555 1.293 -0.356
H 1.185 -0.032 2.304 0.408
H -0.375 -2.950 2.261 0.228
H 0.839 -2.044 1.586 -0.183
H -1.091 -1.303 -0.160 -0.988
H -2.119 -2.397 0.657 0.643
H 0.899 -3.918 -1.580 0.042
H 1.422 -2.989 -0.201 -2.238
H 0.211 -1.741 -2.710 0.162
H 1.898 -1.951 -2.358 0.405
H 0.110 0.515 -2.549 -0.097
H 1.876 0.583 -2.545 0.314
H 0.821 1.506 -1.313 0.000
```